<1>
Below is a cluster of 3 separate species, C7H13N2OS in total, with properties calculated with the ωB97M-V functional and the def2-TZVPD basis.

## Properties
**Orbital gap (alpha / beta)**: 0.332 / 0.332 Eh
**E_HOMO (alpha / beta)**: -12.200 / -12.201 eV
**LUMO (alpha / beta)**: -3.160 / -3.159 eV

Geometry as ORCA input:
```
! wB97M-V def2-TZVPD RIJCOSX def2/J DEFGRID3
* xyz 1 1
S -2.9756 -0.5427 -0.6526
O 2.1058 0.4879 0.1138
N 2.1680 -1.6814 -0.6395
N 0.2089 2.2874 0.6629
C -0.6117 -0.7788 0.3016
C -1.2815 -0.5368 -0.8722
C -2.7668 -1.0368 1.0458
C 1.7236 -0.6254 -0.1479
C 1.4286 -2.9410 -0.8549
C 0.0419 3.4751 -0.2015
C -1.4628 -1.0191 1.4128
H 1.1491 1.8588 0.7390
H 0.2883 4.3578 0.3717
H -0.9031 -0.5153 -1.8594
H 0.5616 3.3051 -1.1599
H -3.5985 -0.9520 1.6331
H -0.2064 1.3762 0.2684
H 1.7390 -3.5654 -1.6853
H -1.1167 3.5664 -0.3936
H 1.4459 -3.5436 0.0335
H -1.2070 -1.2331 2.4008
H 0.4063 -2.7875 -1.0449
H 3.0444 -1.6068 -1.0656
H -0.1814 2.6508 1.5937
*
```


<2>
Below is the ion C7H13N2OS with charge +1, with properties calculated with the ωB97M-V functional and the def2-TZVPD basis.

## Properties
**Orbital gap (alpha / beta)**: 0.260 / 0.265 Eh
**E_HOMO (alpha / beta)**: -11.808 / -12.032 eV
**LUMO (alpha / beta)**: -4.733 / -4.834 eV

Geometry as ORCA input:
```
! wB97M-V def2-TZVPD RIJCOSX def2/J DEFGRID3
* xyz 1 1
S 1.4295 -0.8186 -2.5583
O 0.6675 -0.7885 1.5536
N -0.5969 -0.3072 -0.7768
N 2.3015 0.4435 0.6872
C 1.2935 -0.7307 2.8373
C 0.1917 0.4331 -2.7524
C -1.8276 1.6477 -1.6813
C -0.6668 -1.2913 1.4117
C -1.3724 -0.3682 0.4187
C 1.1978 -0.0611 0.4176
C -0.7602 0.5748 -1.7803
H 2.3317 -0.3411 -3.5829
H -0.6371 -2.2726 1.1410
H -1.0273 -1.4646 2.4432
H -2.5484 1.4185 -1.0244
H 0.3641 0.9620 -3.5894
H -1.4657 2.5681 -1.4288
H 1.8490 0.2162 3.0069
H 2.1097 -1.5957 2.8718
H -2.2591 1.8911 -2.6313
H 2.7987 0.8362 -0.0558
H 0.5757 -0.8133 3.6065
H -2.3948 -0.6285 0.3813
H -1.5541 0.4905 1.0850
*
```


<3>
Below is the ion C7H13N2OS with charge +1, with properties calculated with the ωB97M-V functional and the def2-TZVPD basis.

## Properties
**Orbital gap (alpha / beta)**: 0.261 / 0.242 Eh
**E_HOMO (alpha / beta)**: -12.339 / -12.023 eV
**LUMO (alpha / beta)**: -5.250 / -5.435 eV

Geometry as ORCA input:
```
! wB97M-V def2-TZVPD RIJCOSX def2/J DEFGRID3
* xyz 1 1
S -0.9391 -2.4645 -0.8290
O -0.8038 3.0659 -1.8067
N -0.6355 3.0522 0.4962
N -1.8925 0.6525 -1.9118
C 1.5659 -1.6849 -0.1016
C -0.9729 2.4436 -0.6485
C -1.7488 0.3052 0.5069
C -1.5550 1.1579 -0.7075
C -0.3308 -0.1584 0.4535
C 0.1056 -1.3336 -0.1217
C 1.8384 -2.9046 0.7818
H 1.8788 -1.9186 -1.1219
H -0.3042 4.0044 0.5062
H 1.5731 -2.6975 1.8158
H 2.8935 -3.1587 0.7387
H -2.2211 -0.3016 -1.9595
H 2.1514 -0.8357 0.2546
H -2.0174 0.8398 1.4132
H 1.2645 -3.7621 0.4393
H -1.4754 1.0373 -2.7465
H -0.4907 3.9788 -1.7286
H -2.4602 -0.4971 0.3259
H -0.8442 2.6336 1.3875
H 0.4104 0.4821 0.9093
*
```


Top of the stability list: <3>, leading by 46.4 kcal/mol.


<1>
Below is an isolated molecule of C4H4P2, with properties calculated with the ωB97M-V functional and the def2-TZVPD basis.

## Properties
**Orbital gap**: 0.295 Eh
**E_HOMO**: -8.563 eV
**LUMO**: -0.546 eV

Geometry as ORCA input:
```
! wB97M-V def2-TZVPD RIJCOSX def2/J DEFGRID3
* xyz 0 1
P 1.5165 1.6112 -1.6477
P 1.1267 0.8866 0.3175
C -0.1312 -0.2736 0.1565
C -0.4957 -1.2750 1.0447
C -1.3542 -0.9269 -0.5793
C -1.8323 -1.3115 0.6828
H 0.9205 2.9137 -1.3376
H 2.8568 2.1037 -1.1351
H -2.7659 -1.7066 0.9909
H 0.1589 -2.0216 1.5074
*
```


<2>
Below is an isolated molecule of C4H4P2, with properties calculated with the ωB97M-V functional and the def2-TZVPD basis.

## Properties
**Orbital gap (alpha / beta)**: 0.231 / 0.230 Eh
**E_HOMO (alpha / beta)**: -7.655 / -7.654 eV
**LUMO (alpha / beta)**: -1.381 / -1.383 eV

Geometry as ORCA input:
```
! wB97M-V def2-TZVPD RIJCOSX def2/J DEFGRID3
* xyz 0 1
P -2.7984 0.7783 -0.0635
P -1.6188 -0.9582 -0.0151
C -0.0153 -0.7898 0.7186
C 0.5888 0.4070 -0.0615
C -0.0317 1.5984 -0.0453
C 0.1122 -0.8208 -0.8040
H 1.7518 0.3286 -0.0375
H 0.7194 -1.6034 -1.3046
H 0.8066 -1.2902 1.2724
H 0.4855 2.3501 0.3405
*
```


<3>
Below is an isolated molecule of C4H4P2, with properties calculated with the ωB97M-V functional and the def2-TZVPD basis.

## Properties
**Orbital gap**: 0.292 Eh
**E_HOMO**: -8.102 eV
**LUMO**: -0.161 eV

Geometry as ORCA input:
```
! wB97M-V def2-TZVPD RIJCOSX def2/J DEFGRID3
* xyz 0 1
P -1.1477 2.5697 0.2452
P -0.7775 0.7135 -0.8503
C 1.7985 -0.3604 -0.0828
C 0.2894 -0.3040 0.1243
C -2.1133 1.1621 0.2033
C 1.1228 -1.3794 -0.5319
H -2.9569 0.5207 0.5564
H -0.0549 -0.6769 1.2271
H 1.1146 -2.2844 -1.0197
H 2.7249 0.0393 0.1284
*
```


Top of the stability list: <3>, leading by 29.7 kcal/mol.


<1>
Below is the ion C3H3O4 with charge -1, with properties calculated with the ωB97M-V functional and the def2-TZVPD basis.

## Properties
**Orbital gap (alpha / beta)**: 0.231 / 0.231 Eh
**E_HOMO (alpha / beta)**: -2.216 / -2.215 eV
**LUMO (alpha / beta)**: 4.065 / 4.065 eV

Geometry as ORCA input:
```
! wB97M-V def2-TZVPD RIJCOSX def2/J DEFGRID3
* xyz -1 1
O -2.7464 -1.5500 0.0825
O 1.6024 -0.2193 -0.1577
O -3.0206 0.7352 0.0347
O -0.4270 1.2205 -0.2051
C 0.6850 -0.9303 0.1223
C -0.8275 -0.0890 0.0737
C -2.1851 -0.4354 0.0318
H -2.3687 1.3286 -0.4246
H 0.5087 -1.9644 0.2973
H 0.7178 0.9890 -0.1119
*
```


<2>
Below is a cluster of 2 separate species, C3H3O4 in total, with properties calculated with the ωB97M-V functional and the def2-TZVPD basis.

## Properties
**Orbital gap**: 0.292 Eh
**E_HOMO**: -3.727 eV
**LUMO**: 4.229 eV

Geometry as ORCA input:
```
! wB97M-V def2-TZVPD RIJCOSX def2/J DEFGRID3
* xyz -1 1
O 0.7657 -1.5857 -0.9835
O 1.7661 1.5440 0.0733
O 1.9980 -0.4238 1.0718
O 0.4291 -0.5007 -1.8373
C 0.3948 -0.3688 -0.5259
C -1.5929 0.1788 0.3975
C 1.5456 0.4048 0.3337
H -1.6845 -0.4940 1.2379
H -2.4410 0.0623 -0.3174
H -1.1808 1.1832 0.5498
*
```


Top of the stability list: <1>, leading by 78.8 kcal/mol.